The following is a DFT calculation (the ωB97M-V functional and the def2-TZVPD basis) of a structure of composition C21H10N3O5Pt.

For the maximum force, the calculation gives 3.3 eV/A. The calculation puts the highest occupied orbital energy (alpha / beta) at -11.5 / -11.5 eV. For the frontier orbital gap (alpha / beta), the calculation gives 3.41 / 3.57 eV. For the total energy, the calculation gives -39880.9879 eV. As for the lowest unoccupied orbital energy (alpha / beta): -8.059 / -7.900 eV. The charge is +1.

Positions of all 40 atoms, in Å:
1 Pt 0.58265 2.05550 -1.76357
2 N -4.27799 -4.15290 4.91548
3 C -3.74785 -3.45976 4.17612
4 C -3.08682 -2.59853 3.26747
5 C -1.76031 -2.85041 2.91426
6 C -1.11089 -1.99082 2.05373
7 C -1.77403 -0.88467 1.51634
8 C -3.10881 -0.65409 1.86125
9 C -3.76160 -1.49951 2.73476
10 C -1.06659 0.03246 0.61233
11 C -1.67874 0.34916 -0.61403
12 C -2.82621 -0.28852 -1.16973
13 C -3.09200 0.32397 -2.37121
14 C -2.11676 1.33587 -2.52869
15 N -1.27380 1.34859 -1.49873
16 C 0.18195 0.51357 1.03276
17 C 0.81318 0.31387 2.30451
18 C 2.03527 0.92661 2.24695
19 C 2.13423 1.50170 0.95237
20 N 1.04580 1.25398 0.24729
21 H -1.25570 -3.71813 3.30991
22 H -0.09150 -2.19223 1.76410
23 H -3.61794 0.21349 1.47144
24 H -4.79098 -1.32022 3.00480
25 H -3.34480 -1.12186 -0.74136
26 H -3.87574 0.09148 -3.06427
27 H -2.04312 2.04392 -3.33856
28 H 0.38342 -0.19046 3.14887
29 H 2.78601 0.96999 3.01142
30 H 2.95405 2.07841 0.55904
31 O 6.42871 0.67193 -3.65786
32 C 5.31523 0.90320 -3.32358
33 C 4.12429 -0.07404 -3.42734
34 O 4.21302 -1.22994 -3.71192
35 C 2.92432 0.70980 -3.02750
36 C 3.31712 2.04308 -2.60322
37 O 2.46476 2.86857 -2.19797
38 C 4.77483 2.21979 -2.70691
39 O 5.47415 3.12459 -2.35675
40 O 1.74923 0.33260 -3.00201

Atoms 1-3, force components in eV/Å:
Pt -0.9 -0.8 2.4
N -0.3 -0.4 0.4
C -0.1 -0.2 0.2